ORCA calculation (ωB97M-V/def2-TZVPD) on one molecule with the formula C2H4N4O2.

Geometry as ORCA input:
```
! wB97M-V def2-TZVPD RIJCOSX def2/J DEFGRID3
* xyz 0 1
O -0.32 1.92 0.09
O 1.69 0.75 -0.25
N -1.51 -1.03 -0.03
N 2.05 -0.63 0.29
N 0.80 -1.35 0.00
N -2.49 -0.04 -0.03
C -0.20 -0.62 0.06
C 0.33 0.85 0.01
H -1.63 -1.91 -0.64
H 2.63 -0.88 -0.42
H -2.20 0.99 -0.67
H -2.62 0.43 1.02
*
```

- Structure (SMILES): NNc1n[nH]oc1=O
- LUMO energy: 0.23 eV
- E_HOMO: -9.538 eV
- ΔE to the lowest compared entry with this formula, charge and spin: 98.1 kcal per mole

Löwdin atomic charge list, values in e, 6 entries: 0.051 0.007 -0.096 0.095 0.085 -0.086



ORCA calculation (ωB97M-V/def2-TZVPD) on a 10-piece molecular cluster, C20H44B4F22N4O8 overall.

Geometry as ORCA input:
```
! wB97M-V def2-TZVPD RIJCOSX def2/J DEFGRID3
* xyz -2 1
F -19.26 24.16 19.30
F -17.88 19.63 19.88
F -18.61 23.50 17.20
F -14.62 18.41 17.74
F -18.83 24.54 12.82
F -17.23 18.85 21.93
F -13.02 19.22 16.36
F -15.68 19.44 20.36
F -23.83 19.31 13.35
F -25.51 19.84 14.62
F -19.29 21.93 18.78
F -19.98 25.73 11.25
F -13.84 24.24 18.63
F -20.75 25.64 13.37
F -15.08 18.88 15.49
F -13.93 17.03 16.13
F -20.86 23.77 11.94
F -14.58 25.69 17.11
F -16.88 17.52 20.12
F -12.45 25.25 17.39
F -20.80 23.43 17.83
F -25.20 17.80 14.13
O -11.88 21.44 20.80
O -13.03 23.86 15.17
O -17.96 14.54 16.29
O -19.21 23.34 22.28
O -17.78 20.33 13.93
O -13.74 22.30 16.63
O -23.73 19.75 16.74
O -22.21 18.68 15.43
N -11.49 22.00 18.55
N -15.88 15.08 15.44
N -17.58 21.66 21.83
N -17.40 21.23 16.05
C -19.66 21.48 14.79
C -13.68 24.72 17.35
C -18.29 20.90 14.84
C -13.57 24.85 14.28
C -24.52 18.94 14.47
C -13.92 23.61 16.30
C -16.37 16.22 14.59
C -23.65 18.86 15.75
C -16.38 15.25 17.92
C -16.94 22.21 20.56
C -12.55 25.14 13.18
C -16.85 14.83 16.57
C -10.90 23.31 18.99
C -17.50 20.07 17.01
C -13.01 20.11 19.13
C -18.98 22.27 21.88
C -21.92 17.55 14.63
C -12.13 21.18 19.66
C -20.06 21.25 21.50
C -20.39 17.42 14.50
B -16.95 18.84 20.53
B -14.17 18.39 16.42
B -19.50 23.23 18.27
B -20.14 24.90 12.40
H -9.99 23.11 19.54
H -14.53 24.57 13.84
H -17.54 20.63 21.75
H -17.32 19.18 16.42
H -10.58 23.88 18.12
H -19.57 22.39 14.18
H -12.24 22.21 17.84
H -10.79 21.40 18.13
H -17.77 22.12 16.40
H -20.23 16.89 13.56
H -15.59 16.61 13.94
H -22.28 17.59 13.60
H -22.31 16.57 14.94
H -16.01 21.66 20.40
H -15.79 14.14 15.05
H -18.50 20.15 17.43
H -16.79 23.26 20.77
H -11.64 23.87 19.54
H -14.94 15.27 15.81
H -20.25 20.81 14.16
H -13.33 19.60 20.03
H -16.72 17.02 15.24
H -12.52 24.25 12.54
H -13.58 25.78 14.86
H -15.30 15.27 18.05
H -14.95 23.61 15.91
H -19.97 18.43 14.54
H -20.09 21.18 20.41
H -12.36 19.54 18.47
H -21.01 21.67 21.82
H -23.93 17.93 16.28
H -12.93 25.98 12.60
H -17.03 21.90 22.65
H -16.92 14.64 18.65
H -11.54 25.31 13.54
H -19.88 20.26 21.93
H -16.72 16.26 18.19
H -17.58 22.05 19.70
H -16.42 21.43 15.81
H -13.94 20.54 18.76
H -17.23 15.92 13.99
H -19.91 16.88 15.32
H -16.64 20.15 17.66
H -20.03 21.71 15.78
*
```

- LUMO energy: 2.17 eV
- E_HOMO: -1.570 eV

Löwdin atomic charge list, values in e, 6 entries: 0.105 0.144 0.095 0.109 0.050 0.077



ORCA calculation (ωB97M-V/def2-TZVPD) on C26H28N11O2SSeSnTe4 as an isolated structure.

Geometry as ORCA input:
```
! wB97M-V def2-TZVPD RIJCOSX def2/J DEFGRID3
* xyz -1 1
Te 0.92 -2.78 -4.65
Te 2.62 -3.69 -2.78
Te 3.66 -1.24 -2.34
Te -1.30 -2.36 -3.13
Sn -0.46 -0.32 -1.53
Se 2.07 0.12 -0.94
S 0.06 -2.34 1.14
O 0.96 -2.73 0.07
O 0.55 -1.46 2.16
N 4.36 1.13 1.50
N -2.52 -1.00 2.16
N 0.56 3.73 -1.96
N -2.35 0.79 -2.28
N -1.19 -1.77 0.31
N -1.25 3.35 0.22
N -3.28 -1.11 -0.09
N -1.40 -7.47 3.81
N 0.13 1.78 -2.85
N -0.91 1.11 -0.08
N 4.73 2.85 0.32
C 5.50 1.84 -0.23
C -1.68 -5.07 3.56
C -2.52 0.90 -3.61
C 4.61 4.16 -0.25
C -2.36 -1.31 0.87
C -0.39 -3.86 1.94
C -3.04 1.96 -4.29
C -0.08 1.58 0.95
C -4.68 -0.16 1.57
C -1.04 -6.25 3.20
C 3.80 0.23 2.48
C -2.62 2.00 -1.46
C -1.35 -3.88 2.94
C -3.68 -0.44 2.48
C 4.00 2.44 1.39
C -0.07 -6.22 2.20
C -1.28 2.33 -0.81
C -3.25 3.14 -2.20
C 1.16 2.36 -3.54
C 0.25 -5.03 1.57
C -3.44 3.11 -3.53
C -4.41 -0.53 0.25
C -0.22 2.63 -1.90
C 5.27 0.75 0.53
C 1.44 3.57 -3.00
C -0.24 2.90 1.13
H 6.13 1.98 -1.09
H 0.45 0.89 1.58
H 0.59 4.45 -1.26
H 4.09 -0.79 2.24
H 0.43 -7.14 1.91
H -3.17 1.91 -5.37
H 4.14 0.48 3.48
H -5.60 0.32 1.86
H 5.59 4.56 -0.52
H -3.57 4.00 -1.61
H -2.44 -5.08 4.34
H 0.98 -5.00 0.77
H 1.63 1.86 -4.37
H 5.66 -0.25 0.46
H -1.78 -7.36 4.74
H -2.20 0.03 -4.18
H -3.24 1.72 -0.60
H -0.67 -8.16 3.79
H 2.71 0.27 2.45
H -1.83 -2.95 3.24
H 3.98 4.14 -1.14
H -1.21 4.30 -0.11
H -3.90 3.96 -4.03
H -5.12 -0.34 -0.55
H 2.16 4.33 -3.26
H 4.15 4.81 0.49
H 0.17 3.53 1.89
H -3.81 -0.18 3.53
*
```

- LUMO energy: 1.86 eV
- E_HOMO: -3.637 eV
- ΔE to the lowest compared entry with this formula, charge and spin: 91.8 kcal per mole

Löwdin atomic charge list, values in e, 6 entries: -0.020 0.040 0.146 0.338 0.663 0.050



ORCA calculation (ωB97M-V/def2-TZVPD) on a 2-piece molecular cluster, C8H14N2P overall.

Geometry as ORCA input:
```
! wB97M-V def2-TZVPD RIJCOSX def2/J DEFGRID3
* xyz 1 1
P 3.29 0.03 -0.18
N 1.40 1.63 -1.14
N 0.83 -1.63 1.00
C -1.75 0.55 1.31
C -3.65 0.05 -0.05
C 1.50 0.36 -0.57
C -3.07 0.57 1.17
C -2.81 -0.54 -0.91
C -1.47 -0.70 -0.67
C -0.87 -0.06 0.45
C 0.57 -0.02 0.72
H -4.66 0.21 -0.32
H 3.62 1.34 0.38
H 0.46 1.94 -1.21
H -1.18 1.08 2.10
H -3.69 0.98 1.94
H -0.10 -2.13 0.98
H -3.31 -0.94 -1.76
H 1.49 -2.05 0.38
H 1.22 -1.78 1.94
H 3.72 0.15 -1.49
H 0.91 0.46 1.75
H -0.83 -1.28 -1.34
H 1.20 -0.82 -1.37
H 1.95 1.67 -1.94
*
```

- LUMO energy: -3.16 eV
- E_HOMO: -12.761 eV
- ΔE to the lowest compared entry with this formula, charge and spin: 25.1 kcal per mole

Löwdin atomic charge list, values in e, 6 entries: 0.833 0.029 0.193 -0.078 -0.027 -0.668



ORCA calculation (ωB97M-V/def2-TZVPD) on one molecule with the formula C21H21N3O3S.

Geometry as ORCA input:
```
! wB97M-V def2-TZVPD RIJCOSX def2/J DEFGRID3
* xyz 0 1
S 1.27 -0.77 -1.78
O 1.71 -1.25 -0.46
O -2.83 -1.81 0.40
O 2.17 -1.59 -2.95
N 0.57 1.56 0.12
N -0.17 -1.30 -1.98
N -0.80 -2.41 0.70
C 1.36 3.13 -1.35
C 0.32 2.28 1.01
C -2.48 -0.17 -2.08
C 2.05 3.77 -2.44
C -0.91 -2.36 4.29
C 0.52 -1.13 3.00
C 2.21 2.64 -3.45
C -0.86 -2.98 1.92
C -0.69 -1.35 -3.47
C 0.19 -0.63 5.26
C -1.39 -0.73 -1.02
C -1.76 -1.69 0.18
C -2.05 -1.26 -3.31
C 1.19 1.82 -1.03
C 1.31 4.19 -0.31
C 0.73 3.70 0.97
C 0.79 -0.36 4.00
C 1.67 0.85 -2.11
C -0.42 -1.64 5.40
C -0.50 -1.98 3.17
C 1.75 1.32 -3.33
H 2.01 4.75 -2.71
H 2.88 2.84 -4.47
H -2.33 0.81 -2.10
H 1.51 0.40 3.83
H 0.55 0.08 6.28
H -0.36 -2.15 -3.59
H -0.96 0.17 -0.53
H -1.84 -3.14 4.38
H 0.93 -1.07 1.84
H -1.10 -2.00 6.34
H 2.29 0.54 -4.00
H 0.35 -2.02 0.31
H -0.20 -0.47 -3.76
H -2.65 -0.66 -4.02
H -2.62 -2.06 -2.96
H -3.31 -0.32 -1.31
H -1.75 -3.29 1.91
H 0.02 2.06 2.02
H -0.12 -3.82 1.93
H 1.30 5.04 -0.50
H 0.47 4.45 1.74
*
```

- Structure (SMILES): O=C(NCc1ccccc1)[C@@H]1CCCN1S(=O)(=O)c1cccc2cccnc12
- LUMO energy: -1.23 eV
- E_HOMO: -8.947 eV
- ΔE to the lowest compared entry with this formula, charge and spin: 478.6 kcal per mole

Löwdin atomic charge list, values in e, 6 entries: 0.776 -0.329 0.190 -0.394 0.085 -0.174



ORCA calculation (ωB97M-V/def2-TZVPD) on C4H7CoO3 as an isolated structure.

Geometry as ORCA input:
```
! wB97M-V def2-TZVPD RIJCOSX def2/J DEFGRID3
* xyz 2 5
Co 0.30 2.12 -0.50
O 2.18 1.06 -0.39
O 0.27 -0.93 -0.59
O -0.66 0.97 0.59
C -1.65 0.01 0.43
C 2.28 -0.03 0.14
C -1.17 -1.06 -0.56
C 0.97 -0.75 0.46
H 0.95 -1.47 1.29
H -1.41 -2.08 -0.26
H 3.22 -0.60 0.18
H 0.61 3.72 -0.70
H -2.63 0.38 0.10
H -1.51 -0.85 -1.59
H -1.76 -0.49 1.41
*
```

- LUMO energy (spin up / spin down): -11.38 / -12.65 eV
- E_HOMO (spin up / spin down): -20.158 / -20.085 eV
- ΔE to the lowest compared entry with this formula, charge and spin: 21.9 kcal per mole

Löwdin atomic charge list, values in e, 6 entries: 1.117 0.062 0.033 -0.259 -0.207 -0.010



ORCA calculation (ωB97M-V/def2-TZVPD) on a 2-piece molecular cluster, C2H8N2O overall.

Geometry as ORCA input:
```
! wB97M-V def2-TZVPD RIJCOSX def2/J DEFGRID3
* xyz 0 1
O -1.08 -2.29 -1.27
N -1.26 -0.18 0.76
N 0.52 0.92 -0.16
C 1.90 1.39 -0.11
C -0.15 0.39 0.92
H -1.83 -0.50 1.54
H 2.01 2.10 -0.93
H 2.09 1.94 0.81
H 0.46 0.54 1.82
H -0.02 1.27 -0.93
H -0.43 -1.61 -1.43
H 2.60 0.56 -0.22
H -1.70 -2.02 -0.58
*
```

- Structure (SMILES): [H]/N=C/NC.O
- LUMO energy: 0.91 eV
- E_HOMO: -9.208 eV
- ΔE to the lowest compared entry with this formula, charge and spin: 33.9 kcal per mole

Löwdin atomic charge list, values in e, 6 entries: -0.088 0.061 -0.078 -0.097 -0.333 0.052



ORCA calculation (ωB97M-V/def2-TZVPD) on an isolated ion of composition C23H31ClNO3 and charge +1.

Geometry as ORCA input:
```
! wB97M-V def2-TZVPD RIJCOSX def2/J DEFGRID3
* xyz 1 1
Cl -6.78 -0.21 -0.39
O 0.05 4.55 0.43
O -0.18 0.04 1.48
O 5.57 -1.13 -0.94
N -0.15 1.86 -0.49
C 4.29 -1.02 -0.55
C 3.83 -0.22 0.49
C -2.90 0.23 0.42
C 3.36 -1.79 -1.26
C -3.08 -1.07 -1.58
C -2.27 -0.46 -0.61
C -4.46 -0.99 -1.52
C -4.28 0.30 0.49
C -5.06 -0.31 -0.48
C 1.55 -0.95 0.09
C -1.27 2.82 -0.63
C 2.02 -1.75 -0.94
C 6.57 -0.43 -0.23
C 0.07 -0.94 0.47
C 1.14 3.67 0.55
C 2.48 -0.20 0.80
C -1.17 3.87 0.49
C -0.26 -2.36 1.00
C -0.77 -0.56 -0.79
C -0.22 0.73 -1.44
C 1.13 2.61 -0.55
C -1.59 -2.52 1.76
C -2.54 -3.48 1.07
H 1.12 3.17 1.54
H -1.95 4.62 0.37
H -0.20 1.42 0.46
H -2.08 -1.56 1.89
H 2.16 0.42 1.63
H -2.10 -4.46 0.98
H -0.24 -3.05 0.16
H -0.59 -1.35 -1.52
H -2.80 -3.12 0.07
H 6.60 -0.74 0.81
H 7.51 -0.70 -0.72
H 1.96 1.92 -0.42
H -0.85 1.00 -2.29
H 3.72 -2.41 -2.06
H 1.20 3.10 -1.53
H -5.06 -1.47 -2.27
H -2.22 2.29 -0.57
H 6.43 0.65 -0.30
H 1.34 -2.37 -1.51
H 4.51 0.37 1.08
H 2.04 4.28 0.49
H -2.62 -1.61 -2.39
H -3.46 -3.57 1.64
H -4.75 0.83 1.30
H -1.18 3.32 -1.60
H 0.57 -2.63 1.66
H 0.07 -0.33 2.33
H -1.29 3.38 1.47
H -1.38 -2.91 2.76
H -2.32 0.69 1.20
H 0.79 0.52 -1.81
*
```

- Structure (SMILES): CCC[C@@](O)(c1ccc(OC)cc1)[C@H](C[NH+]1CCOCC1)c1ccc(Cl)cc1
- LUMO energy: -2.13 eV
- E_HOMO: -11.332 eV

Löwdin atomic charge list, values in e, 6 entries: 0.713 -0.101 -0.040 -0.066 -0.078 -0.272



Calculated total energy, -447.9460 -3906.7372 -5846.4309 -763.7558 -1600.3442 -1764.1628 -265.7291 -1635.4580 Ha (same order as the records).
Calculated max |F|, 0.1100 0.0887 0.0226 0.0834 0.3753 0.0423 0.0229 0.0192 hartree/bohr (same order as the records).